Computed, not measured: a structure of composition C16H24AsF3N3PdS5 in a non-equilibrium geometry, with ωB97M-V with the def2-TZVPD basis set.

```
53
Properties=species:S:1:pos:R:3
Pd -1.158 0.726 -1.166
S -4.907 -1.703 -2.484
As -3.489 -0.815 -1.141
S -3.454 1.362 -1.512
S -0.943 -0.940 -2.958
S -4.506 -1.033 0.776
F 2.944 4.709 -2.760
C 2.698 4.352 -1.481
F 1.666 5.087 -1.066
F 3.764 4.817 -0.780
C 2.558 2.873 -1.314
C 3.718 2.140 -1.163
C 3.641 0.769 -0.959
C 2.381 0.203 -0.873
N 1.261 0.876 -1.049
C 1.307 2.203 -1.324
S -0.167 2.957 -1.670
H 4.674 2.644 -1.183
H 4.532 0.171 -0.864
H 2.280 -0.853 -0.650
C 0.370 1.483 1.900
C 0.281 1.339 3.441
N -0.997 0.753 3.810
C -2.083 1.619 3.371
C -1.982 1.881 1.851
N -0.897 1.063 1.296
C -1.134 -0.348 1.626
C -1.127 -0.542 3.159
H 1.164 0.849 1.496
H 0.569 2.516 1.606
H 0.373 2.306 3.942
H 1.071 0.684 3.819
H -2.025 2.549 3.942
H -3.022 1.123 3.622
H -1.756 2.928 1.633
H -2.916 1.622 1.343
H -0.355 -0.947 1.134
H -2.118 -0.633 1.239
H -0.290 -1.166 3.480
H -2.058 -1.005 3.494
C -0.953 -3.980 -0.984
C -0.327 -3.604 -2.324
C 0.807 -4.574 -2.661
C 0.212 -2.170 -2.265
H -1.425 -4.957 -1.035
H -1.719 -3.258 -0.695
H -0.184 -4.011 -0.211
H -1.092 -3.660 -3.105
H 1.624 -4.447 -1.952
H 1.190 -4.406 -3.665
H 0.456 -5.603 -2.600
H 0.417 -1.876 -1.231
H 1.124 -2.073 -2.859
```

Computed properties:
E (eV): -148100.65162
Relative energy (zero: lowest compared OMol25 entry of this formula, charge and spin) (eV): 0.305
F_max (eV/A): 1.4
Orbital gap (spin up / spin down) (eV): 6.72 / 5.27
Multiplicity: 5
HOMO level (spin up / spin down) (eV): -4.2 / -4.7
Net charge: -1

Which charges does Löwdin predict for the atoms? In e, they are:
1. Pd 0.25
2. S 0.01
3. As -0.26
4. S -0.07
5. S 0.49
6. S -0.07
7. F 0.13
8. C -0.61
9. F 0.10
10. F 0.10
11. C -0.14
12. C -0.02
13. C -0.07
14. C -0.16
15. N -0.03
16. C -0.73
17. S 0.66
18. H 0.12
19. H 0.09
20. H 0.10
21. C -0.16
22. C -0.16
23. N -0.17
24. C -0.15
25. C -0.17
26. N -0.21
27. C -0.21
28. C -0.16
29. H 0.10
30. H 0.12
31. H 0.11
32. H 0.11
33. H 0.11
34. H 0.12
35. H 0.12
36. H 0.06
37. H 0.11
38. H -0.03
39. H 0.11
40. H 0.11
41. C -0.09
42. C -0.51
43. C -0.10
44. C -0.61
45. H 0.07
46. H 0.04
47. H 0.08
48. H 0.11
49. H 0.08
50. H 0.07
51. H 0.07
52. H 0.03
53. H 0.06